Computed, not measured: a molecular structure, C4H5AuO5S2Te, with ωB97M-V/def2-TZVPD.

Structure (XYZ):
```
18
Properties=species:S:1:pos:R:3
Au 1.182 -0.425 -0.335
O -2.452 -1.609 1.673
S -1.077 -1.558 1.315
O -0.255 -2.844 1.885
O -0.782 -1.655 -0.135
O -0.311 -0.473 1.947
Te 1.620 -2.260 1.720
C 2.631 -3.732 0.663
C 2.848 -5.047 0.990
C 3.573 -5.747 -0.004
C 3.878 -4.950 -1.073
S 3.275 -3.374 -0.885
H 2.505 -5.487 1.916
H 3.861 -6.786 0.067
H 4.437 -5.222 -1.955
O 1.877 1.707 -0.705
H 2.663 1.904 -0.186
H 1.178 2.281 -0.364
```

Results
Total charge = 0
Lowest unoccupied orbital energy = -0.80 eV
Relative energy (zero: lowest compared OMol25 entry of this formula, charge and spin) = 117.94 kJ/mol
Maximum force = 1.6 eV/Å

How positive or negative is each atom? The natural (NBO) charges in e answer that: 0.67, -0.91, 2.55, -0.97, -1.05, -1.05, 1.02, -0.63, -0.23, -0.26, -0.41, 0.50, 0.23, 0.23, 0.24, -0.95, 0.50, 0.51

---

Computed, not measured: a molecular structure, C44H45GaN5OPS2Si, with ωB97M-V/def2-TZVPD.

Structure (XYZ):
```
100
Properties=species:S:1:pos:R:3
Ga 0.098 -0.010 0.384
S -0.718 -5.721 -0.609
C -1.366 -7.257 -0.980
C -2.489 -7.174 -1.748
C -2.848 -5.852 -2.051
C -1.992 -4.921 -1.504
C -2.064 -3.484 -1.570
C -1.102 -2.678 -0.922
N -1.120 -1.363 -0.924
C -2.108 -0.718 -1.575
C -3.125 -1.418 -2.264
C -4.139 -0.673 -2.942
C -4.134 0.679 -2.942
C -3.116 1.416 -2.262
C -3.070 2.813 -2.241
C -2.048 3.474 -1.556
C -1.090 2.663 -0.909
N -1.115 1.347 -0.918
C -2.104 0.708 -1.574
C -1.972 4.911 -1.481
C -2.819 5.846 -2.036
C -2.462 7.166 -1.724
C -1.350 7.243 -0.941
S -0.710 5.705 -0.565
C -3.086 -2.815 -2.248
H -0.886 -8.141 -0.610
H -3.041 -8.031 -2.084
H -3.708 -5.614 -2.650
H -0.286 -3.153 -0.387
H -4.909 -1.218 -3.464
H -4.899 1.231 -3.464
H -3.832 3.374 -2.757
H -0.277 3.129 -0.363
H -3.670 5.610 -2.649
H -3.008 8.025 -2.065
H -0.873 8.126 -0.561
H -3.851 -3.372 -2.764
C 3.640 -2.760 4.013
C 2.840 -3.050 2.917
C 1.796 -2.209 2.585
C 1.531 -1.069 3.343
C 2.348 -0.780 4.433
C 3.398 -1.618 4.762
Si 0.054 0.030 2.895
C -1.630 -0.732 3.296
C -2.744 -0.376 2.538
C -3.999 -0.862 2.852
C -4.155 -1.724 3.928
C -3.053 -2.098 4.680
C -1.798 -1.604 4.370
C 0.208 1.871 3.320
C -0.412 2.398 4.451
C -0.268 3.738 4.768
C 0.523 4.560 3.982
C 1.147 4.046 2.855
C 0.976 2.716 2.519
H 4.443 -3.428 4.284
H 3.036 -3.933 2.326
H 1.157 -2.437 1.730
H 2.152 0.100 5.027
H 4.034 -1.382 5.601
H -2.613 0.306 1.698
H -4.859 -0.569 2.268
H -5.136 -2.101 4.176
H -3.176 -2.774 5.513
H -0.943 -1.894 4.963
H -1.007 1.756 5.084
H -0.772 4.145 5.633
H 0.662 5.598 4.246
H 1.768 4.686 2.245
H 1.454 2.311 1.627
C 5.293 1.693 -0.653
N 4.111 0.988 -0.190
C 4.128 0.719 1.235
P 3.230 -0.015 -1.178
O 1.787 -0.001 -0.688
N 3.794 -1.569 -1.061
C 5.209 -1.871 -0.941
C 3.020 -2.626 -1.684
N 3.244 0.524 -2.746
C 2.579 1.780 -3.046
C 4.295 0.154 -3.680
H 5.369 2.633 -0.103
H 5.203 1.915 -1.712
H 6.217 1.130 -0.485
H 4.113 1.670 1.768
H 5.023 0.170 1.536
H 3.251 0.134 1.506
H 5.720 -1.066 -0.423
H 5.695 -2.032 -1.908
H 5.319 -2.786 -0.356
H 1.988 -2.295 -1.780
H 3.064 -3.513 -1.051
H 3.404 -2.886 -2.674
H 1.811 1.950 -2.294
H 2.111 1.708 -4.030
H 3.270 2.628 -3.052
H 4.684 -0.826 -3.421
H 5.125 0.868 -3.699
H 3.872 0.104 -4.685
```

Results
Total charge = +2
Lowest unoccupied orbital energy = -5.75 eV
Relative energy (zero: lowest compared OMol25 entry of this formula, charge and spin) = 72.78 kJ/mol
Maximum force = 1.6 eV/Å

Atomic partial charges in e from the Löwdin method, atoms 1 to 99: 0.77, 1.06, -0.38, -0.16, -0.09, -0.47, -0.17, -0.06, 0.07, -0.14, -0.11, 0.01, 0.01, -0.11, 0.09, -0.17, -0.06, 0.07, -0.14, -0.47, -0.09, -0.16, -0.38, 1.06, 0.09, 0.08, 0.12, 0.12, 0.09, 0.13, 0.13, 0.13, 0.09, 0.11, 0.12, 0.08, 0.13, -0.06, -0.07, -0.13, -0.31, -0.08, -0.06, 0.75, -0.30, -0.12, -0.07, -0.06, -0.06, -0.08, -0.29, -0.08, -0.06, -0.06, -0.08, -0.13, 0.11, 0.11, 0.08, 0.11, 0.11, 0.08, 0.11, 0.11, 0.11, 0.11, 0.11, 0.11, 0.11, 0.11, 0.07, -0.08, -0.29, -0.09, 0.61, -0.33, -0.29, -0.08, -0.09, -0.29, -0.08, -0.08, 0.10, 0.07, 0.09, 0.10, 0.10, 0.06, 0.07, 0.09, 0.10, 0.07, 0.09, 0.10, 0.06, 0.10, 0.09, 0.06, 0.09